1.
Below is a molecular structure, C8H9MoN4O3S3 in a non-equilibrium geometry, with properties calculated with ωB97M-V with the def2-TZVPD basis set.

Structure (XYZ):
```
28
C8H9MoN4O3S3, DFT ωB97M-V with the def2-TZVPD basis set
Mo 1.7015 -0.3268 0.3109
S 2.4141 -2.1792 -0.5137
S 3.7319 1.0756 0.6664
S -0.0847 -5.9181 0.2153
O 0.9962 -5.2453 0.8719
O -1.3535 -5.3126 0.1238
O 0.1555 -7.1044 -0.4714
N 1.8195 2.7000 -0.4162
N 1.0426 1.6091 -0.2860
N 3.9557 3.5624 -0.1789
N -0.3879 -0.5765 0.1835
C -3.1964 -0.6466 -0.0105
C -1.0852 0.5573 0.0414
C -2.5223 0.5353 -0.1098
C 2.9857 2.5337 -0.0097
C -2.3823 -1.8953 0.1409
C -0.2610 1.7500 -0.1350
C -0.8333 3.1245 -0.1917
C -1.0245 -1.8590 0.2339
H -0.5960 3.8563 0.5244
H 3.5475 4.4124 -0.3736
H 4.5998 3.7694 0.5633
H -0.3601 -2.7237 0.1305
H -1.8842 3.0899 0.0694
H -4.2578 -0.9339 0.0454
H -0.6946 3.6089 -1.1795
H -3.0957 1.3403 -0.4690
H -2.9304 -2.8037 0.2240
```

Calculated values
* M: 401.326 g mol⁻¹
* total charge: +1
* electronic energy: -54897.5984 eV
* gap between HOMO and LUMO (alpha / beta): 6.82 / 7.06 eV
* maximum force: 5.6 eV Å⁻¹
* <S²>: 2.096
* multiplicity: 3
* LUMO (alpha / beta): -0.19500 / -0.20160 Eh

---

2.
Below is a molecular structure, C8H9N2 in a non-equilibrium geometry, with properties calculated with ωB97M-V with the def2-TZVPD basis set.

Structure (XYZ):
```
19
C8H9N2, DFT ωB97M-V with the def2-TZVPD basis set
N 0.7185 2.0115 -0.0486
N 2.1930 0.2671 0.0078
C 0.9650 -0.2997 -0.3000
C 3.4533 -0.3961 0.1993
C -2.9289 -0.1170 0.4397
C 0.0145 0.6856 -0.3359
C -2.3842 1.2777 0.3865
C 1.8482 1.5363 0.0068
C -2.0380 -0.6302 -0.4117
C -1.4028 0.7279 -0.6847
H -3.8049 -0.5073 0.9241
H 3.3547 -1.4368 -0.1056
H 3.7439 -0.3600 1.2516
H 0.8601 -1.3580 -0.4515
H 4.2335 0.0779 -0.3970
H -3.0883 2.0284 0.0331
H -1.5834 1.1235 -1.6860
H -1.9101 1.6357 1.2968
H -1.8074 -1.6011 -0.8039
```

Calculated values
* M: 133.174 g mol⁻¹
* total charge: +1
* electronic energy: -11408.9766 eV
* gap between HOMO and LUMO (alpha / beta): 10.06 / 5.68 eV
* maximum force: 5.9 eV Å⁻¹
* <S²>: 2.013
* multiplicity: 3
* LUMO (alpha / beta): -0.12821 / -0.29380 Eh

---

3.
Below is a gas-phase ion, C8H9N2O2 (charge -1) in a non-equilibrium geometry, with properties calculated with ωB97M-V with the def2-TZVPD basis set.

Structure (XYZ):
```
21
C8H9N2O2, DFT ωB97M-V with the def2-TZVPD basis set
O -1.0112 -2.3103 2.5454
O -1.5221 -2.3518 0.4515
N -0.7657 -1.9236 1.4266
N -0.9889 0.6432 -1.9421
C -0.8872 0.0153 -0.6578
C 0.2467 -0.2366 0.0542
C -2.3071 -0.0494 -0.0575
C 2.5648 -0.4092 1.6295
C 1.4172 -1.0536 2.1111
C 2.6214 0.2630 0.4074
C 0.1992 -1.0279 1.2728
C 1.5220 0.2612 -0.4079
H 1.4248 -1.9348 2.8271
H 3.5114 -0.4168 2.2860
H -2.1109 -0.1039 1.0393
H 3.5038 0.6814 0.0216
H -2.7329 0.9774 -0.0983
H -3.0428 -0.8002 -0.2759
H -0.2858 0.5472 -2.7085
H -1.8925 0.3165 -2.3541
H 1.5502 0.5216 -1.4068
```

Calculated values
* M: 165.172 g mol⁻¹
* total charge: -1
* electronic energy: -15513.3388 eV
* gap between HOMO and LUMO: 5.76 eV
* maximum force: 4.0 eV Å⁻¹
* LUMO: 0.13952 Eh

---

4.
Below is a gas-phase ion, C8H9N4 (charge +1) in a non-equilibrium geometry, with properties calculated with ωB97M-V with the def2-TZVPD basis set.

Structure (XYZ):
```
21
C8H9N4, DFT ωB97M-V with the def2-TZVPD basis set
N 2.2885 1.2168 -0.0738
N -1.3989 -0.7962 0.0775
N 1.1968 -0.8539 0.1443
N -1.3967 1.5057 -0.0178
C -0.0711 1.1521 0.0747
C 0.0553 -0.2574 0.0431
C 1.1411 1.8524 0.1293
C 3.5318 -0.9474 -0.1495
C 2.2761 -0.0722 -0.0326
C -1.6112 -2.0574 0.1260
C -3.5111 0.6288 -0.2161
C -2.2154 0.3561 0.0074
H -3.8569 1.6361 -0.2432
H 3.3941 -1.8782 -0.8609
H -0.7241 -2.7696 0.4009
H 3.9153 -1.1449 0.8717
H 1.2991 2.9551 0.2924
H 4.4139 -0.2993 -0.4826
H -1.8229 2.2935 0.3775
H -4.2713 -0.1325 -0.2748
H -2.6323 -2.3874 -0.1935
```

Calculated values
* M: 161.188 g mol⁻¹
* total charge: +1
* electronic energy: -14392.8741 eV
* gap between HOMO and LUMO (alpha / beta): 6.59 / 6.59 eV
* maximum force: 3.9 eV Å⁻¹
* LUMO (alpha / beta): -0.21365 / -0.21368 Eh

---

5.
Below is a molecular structure, C8H9N4 in a non-equilibrium geometry, with properties calculated with ωB97M-V with the def2-TZVPD basis set.

Structure (XYZ):
```
21
C8H9N4, DFT ωB97M-V with the def2-TZVPD basis set
N -0.8182 1.2266 -0.8365
N -0.2598 0.9880 -2.9897
N 0.7309 -0.7752 0.1655
N -1.2643 1.8987 -2.8579
C -0.5082 -1.8822 1.8950
C -0.0091 0.6788 -1.7723
C 1.2180 -0.5745 -1.1076
C 1.1260 0.1442 1.1215
C -0.1858 -0.8709 2.8112
C -1.5158 2.0475 -1.5516
C 0.7448 0.1136 2.4554
C -0.0416 -1.7605 0.5796
H -0.4533 -0.9052 3.8313
H 1.0230 0.7652 3.2887
H -0.0534 -2.6570 -0.0628
H 2.1726 -0.1663 -1.0330
H -1.6893 2.2776 -3.7681
H -2.2236 2.7522 -1.1606
H 1.2276 -1.3964 -1.8039
H -1.2005 -2.6835 2.0617
H 1.9801 0.7793 0.7342
```

Calculated values
* M: 161.188 g mol⁻¹
* total charge: +1
* electronic energy: -14393.8544 eV
* gap between HOMO and LUMO: 9.28 eV
* maximum force: 5.9 eV Å⁻¹
* LUMO: -0.16494 Eh

---

6.
Below is a single C8H9NO molecule in a non-equilibrium geometry, with properties calculated with ωB97M-V with the def2-TZVPD basis set.

Structure (XYZ):
```
19
C8H9NO, DFT ωB97M-V with the def2-TZVPD basis set
O -0.6608 -1.5836 -0.6796
N 1.5241 -1.8452 0.2581
C 1.8742 1.2049 -0.8351
C 2.4753 0.3528 0.1700
C 2.1997 -0.8067 0.7048
C -2.6198 -0.5576 0.1816
C -1.1402 -0.3503 -0.2838
C 0.4951 -2.2171 -0.4009
C -0.6499 0.9270 -0.3820
C 0.5635 1.4096 -1.0931
H 0.3054 -3.3104 -0.5974
H 2.4796 2.0022 -1.2957
H 2.6662 -1.0381 1.6512
H -3.0008 0.0856 1.0087
H -1.3920 1.6599 -0.2341
H 0.4723 2.2655 -1.6915
H 3.3753 0.8509 0.4320
H -3.2754 -0.3023 -0.6755
H -2.8427 -1.6694 0.3131
```

Calculated values
* M: 135.166 g mol⁻¹
* electronic energy: -11975.7932 eV
* gap between HOMO and LUMO: 8.69 eV
* maximum force: 4.6 eV Å⁻¹
* LUMO: 0.02917 Eh

---

7.
Below is a single C8H9NO2 molecule in a non-equilibrium geometry, with properties calculated with ωB97M-V with the def2-TZVPD basis set.

Structure (XYZ):
```
20
C8H9NO2, DFT ωB97M-V with the def2-TZVPD basis set
O -3.8472 -0.7665 0.4678
O -3.7739 0.9758 -0.7899
N -3.2057 0.1240 -0.1163
C 0.4049 1.2891 -0.0175
C 1.3749 0.3738 -0.1476
C 0.1927 -1.7794 -0.2045
C -1.0594 -1.2256 0.4894
C -0.9963 1.1977 -0.1254
C 1.2551 -1.0807 -0.5086
C 2.7754 0.8796 -0.0343
C -1.7729 0.0684 -0.0373
H -0.6268 -0.9102 1.5342
H 2.1681 -1.5968 -0.8930
H 3.5163 0.2606 -0.7441
H 3.0859 0.5084 0.9173
H 0.1927 -2.8731 -0.2888
H -1.8592 -1.9255 0.5415
H 2.8643 1.9069 0.1606
H 0.7231 2.3809 0.1139
H -1.4121 2.1928 -0.3172
```

Calculated values
* M: 151.165 g mol⁻¹
* electronic energy: -14021.7963 eV
* gap between HOMO and LUMO: 7.81 eV
* maximum force: 3.9 eV Å⁻¹
* LUMO: -0.03459 Eh

---

8.
Below is 2 unconnected molecules or ions with the total composition C8H9NO2 in a non-equilibrium geometry, with properties calculated with ωB97M-V with the def2-TZVPD basis set.

Structure (XYZ):
```
20
C8H9NO2, DFT ωB97M-V with the def2-TZVPD basis set
O -2.9057 -1.0187 -0.1837
O -2.8254 0.4573 1.3153
N -2.7511 0.1900 0.1487
C 2.1895 -0.2419 0.3128
C -0.1378 -1.5533 -0.4926
C -2.4775 1.0387 -0.7884
C 0.9758 -2.2505 -0.0998
C 0.9570 1.9752 0.2895
C 0.0327 -0.2518 -0.4688
C 2.0896 -1.6357 0.2810
C 1.0582 0.5350 0.0253
H 0.9512 -3.2659 0.2957
H -0.0930 2.1668 0.5660
H -2.6014 0.8388 -1.8558
H 1.7936 2.3161 0.9802
H -1.1177 -1.9364 -0.5323
H 2.9267 -2.2092 0.6350
H -2.2017 1.9554 -0.3443
H 3.0533 0.3123 0.6600
H 1.0837 2.5780 -0.7438
```

Calculated values
* M: 151.165 g mol⁻¹
* electronic energy: -14018.9761 eV
* gap between HOMO and LUMO (alpha / beta): 6.91 / 8.97 eV
* maximum force: 6.6 eV Å⁻¹
* LUMO (alpha / beta): -0.07544 / -0.02153 Eh

---

9.
Below is a single C8H9NO3 molecule in a non-equilibrium geometry, with properties calculated with ωB97M-V with the def2-TZVPD basis set.

Structure (XYZ):
```
21
C8H9NO3, DFT ωB97M-V with the def2-TZVPD basis set
O -0.8139 2.9631 -0.7235
O -0.3069 2.3986 1.2905
O -2.8182 -0.3703 -1.1194
N -0.2655 2.2867 0.0774
C 2.2342 -1.1998 -0.0118
C -1.4211 -0.2276 0.8255
C 2.7465 -0.0048 -0.5621
C 0.0121 -0.1164 0.3198
C -2.1743 -1.1441 -0.1116
C 1.9225 1.1647 -0.6470
C 0.7888 -1.1849 0.3553
C 0.6102 1.0897 -0.2162
H -2.2769 -0.1424 -1.8682
H -1.4977 -1.9356 -0.3501
H 3.7930 0.0852 -0.7785
H 0.4434 -2.0672 0.9628
H -1.3303 -0.7615 1.8109
H 2.3638 2.1331 -0.8661
H -3.0065 -1.5534 0.4790
H -1.9514 0.6504 0.9281
H 2.9483 -2.0634 0.2050
```

Calculated values
* M: 167.164 g mol⁻¹
* electronic energy: -16070.2630 eV
* gap between HOMO and LUMO: 9.81 eV
* maximum force: 5.8 eV Å⁻¹
* LUMO: 0.00810 Eh

---

10.
Below is 2 unconnected molecules or ions with the total composition C8H9NS in a non-equilibrium geometry, with properties calculated with ωB97M-V with the def2-TZVPD basis set.

Structure (XYZ):
```
19
C8H9NS, DFT ωB97M-V with the def2-TZVPD basis set
S 0.6365 -0.4214 2.1158
N 0.1646 2.5986 -0.0837
C -2.6893 1.1339 -0.6580
C 1.1564 0.3965 0.6992
C -1.1707 -0.5774 -1.6455
C 1.8634 -1.5916 1.9454
C 2.3417 -0.1397 0.2543
C 0.5807 1.6001 0.2596
C 2.7429 -1.2856 0.9880
C -1.6871 0.0126 -0.5297
H -3.0194 1.2984 -1.6839
H 3.0075 0.1197 -0.5734
H 2.0458 -2.4710 2.5555
H -3.6735 0.8724 -0.3197
H -0.3375 -1.3881 -1.6442
H -2.6091 2.0668 -0.1124
H -1.5904 -0.1064 0.5082
H -1.3718 -0.4175 -2.6872
H 3.6094 -1.7003 0.6114
```

Calculated values
* M: 151.234 g mol⁻¹
* electronic energy: -20764.4856 eV
* gap between HOMO and LUMO: 9.53 eV
* maximum force: 3.7 eV Å⁻¹
* LUMO: 0.00827 Eh

---

11.
Below is 2 unconnected molecules or ions with the total composition C8H9O5S2 in a non-equilibrium geometry, with properties calculated with ωB97M-V with the def2-TZVPD basis set.

Structure (XYZ):
```
24
C8H9O5S2, DFT ωB97M-V with the def2-TZVPD basis set
S -2.2165 2.4619 -0.2481
S 3.0193 0.1954 0.2816
O -0.6602 -2.2664 0.2580
O 0.2183 -1.9772 -1.8701
O -3.7172 -0.7276 -0.6678
O -1.1808 -1.9098 2.4144
O -0.0057 -0.4159 1.2284
C 0.0729 -1.5245 -0.7710
C 1.2796 0.7371 -0.3263
C -1.8122 0.8457 -0.9629
C 3.3360 -1.2852 -0.7816
C 0.3874 -0.3406 -0.1413
C -1.8177 2.3222 1.5314
C -0.6865 -1.5791 1.3672
C -2.8504 0.0029 -0.8805
H -2.6581 1.6392 1.9272
H 1.1860 1.5399 0.4021
H -1.0198 0.6632 -1.5431
H 3.2656 -0.7971 -1.7027
H -1.6870 3.3615 1.7966
H 1.6265 1.0120 -1.3768
H -0.8563 1.7166 1.4161
H 4.3280 -1.7070 -0.4644
H 2.4485 -1.9673 -0.8865
```

Calculated values
* M: 249.289 g mol⁻¹
* total charge: -1
* electronic energy: -40348.9140 eV
* gap between HOMO and LUMO: 6.07 eV
* maximum force: 5.6 eV Å⁻¹
* LUMO: 0.10328 Eh

---

12.
Below is a single C8H9P molecule in a non-equilibrium geometry, with properties calculated with ωB97M-V with the def2-TZVPD basis set.

Structure (XYZ):
```
18
C8H9P, DFT ωB97M-V with the def2-TZVPD basis set
P -3.2006 -0.3241 0.5749
C -1.7121 -0.8410 -0.6538
C 0.2715 1.0882 0.1595
C -2.1033 0.6741 -0.5136
C 0.6560 -0.2969 0.1336
C 1.9626 -0.7864 0.2783
C -0.9883 1.5397 -0.0982
C 3.1648 -0.1204 0.4390
C -0.3438 -1.1244 -0.2666
H -2.3158 -0.1099 1.6896
H -1.1302 2.5383 -0.1139
H 2.0543 -1.8701 0.2376
H 0.0864 -2.1042 -0.3008
H 4.0765 -0.6613 0.4914
H -2.6425 1.2312 -1.3030
H 1.0016 1.7968 0.3733
H 3.2968 0.9178 0.3135
H -2.1340 -1.5474 -1.4408
```

Calculated values
* M: 136.134 g mol⁻¹
* electronic energy: -17725.1848 eV
* gap between HOMO and LUMO (alpha / beta): 6.28 / 6.84 eV
* maximum force: 5.8 eV Å⁻¹
* <S²>: 2.066
* multiplicity: 3
* LUMO (alpha / beta): 0.03503 / -0.07413 Eh

---

13.
Below is a molecular structure, C8O5S5Ti in a non-equilibrium geometry, with properties calculated with ωB97M-V with the def2-TZVPD basis set.

Structure (XYZ):
```
19
C8O5S5Ti, DFT ωB97M-V with the def2-TZVPD basis set
Ti 0.1090 0.1090 -0.0283
S 4.4345 2.3637 0.0540
S 5.2303 5.2303 0.1253
S 2.4554 0.0941 -0.0240
S 2.3637 4.4345 0.0540
S 0.0941 2.4554 -0.0240
O 0.0607 -1.6854 -0.0266
O -1.1867 -4.5775 -0.0258
O -1.6854 0.0607 -0.0266
O -4.5775 -1.1867 -0.0258
O -4.1112 -4.1112 -0.0251
C 4.0738 4.0738 0.0806
C -2.1530 -1.1723 -0.0264
C 1.8119 2.7727 0.0110
C -3.2665 -3.2665 -0.0256
C -3.5109 -1.7417 -0.0259
C -1.1723 -2.1530 -0.0264
C 2.7727 1.8119 0.0110
C -1.7417 -3.5110 -0.0259
```

Calculated values
* M: 384.285 g mol⁻¹
* electronic energy: -95823.7326 eV
* gap between HOMO and LUMO: 5.50 eV
* maximum force: 3.9 eV Å⁻¹
* LUMO: -0.10917 Eh